Entry 1:
Molecular formula: C4H8N4
Method: DFT, ωB97M-V with the def2-TZVPD basis set

The net charge is 0. The value obtained for the molar mass is 112.14 u. The calculation puts the energy relative to the best compared isomer or geometry (same formula, charge and spin) at 793.4 kJ/mol. For the orbital gap, the calculation gives 9.39 eV.

Last column: Mulliken charge in e.
Element x y z (Å)
C -1.12079 1.10145 -0.49608  -0.137
C -1.31763 0.85215 1.10252  -0.256
C -0.57977 -0.30465 1.39749  -0.079
C 0.84168 -1.98843 -0.15469  0.130
H 1.93736 1.75403 -1.01685  0.363
H 1.15640 0.79408 -0.03406  0.070
H -2.23754 1.08847 -1.00249  0.237
H -2.12809 1.26911 1.90137  0.270
H -1.18612 -0.61193 2.34283  0.156
H 0.67194 -1.73897 1.92366  0.265
H 1.46253 -3.29771 0.15325  0.236
H 0.02965 -0.60025 -1.52640  0.396
N 1.07326 1.87201 -0.33816  -0.435
N -0.16323 1.61567 -1.15402  -0.275
N 0.40770 -1.26546 0.96841  -0.282
N 0.58983 -1.73936 -1.45292  -0.658



Entry 2:
Molecular formula: C4H8N4
Method: DFT, ωB97M-V with the def2-TZVPD basis set

The net charge is 0. The value obtained for the molar mass is 112.14 u. The calculation puts the energy relative to the best compared isomer or geometry (same formula, charge and spin) at 287.5 kJ/mol. For the orbital gap, the calculation gives 7.99 eV.

Last column: Mulliken charge in e.
Element x y z (Å)
C 2.27352 1.35073 0.57003  -0.870
C 0.57618 -0.33737 0.07581  0.596
C 0.08269 -1.63170 -0.15456  -0.602
C -1.42644 -0.08239 -0.28710  0.179
H 3.22881 1.67042 0.46292  0.357
H 1.53833 1.92007 -0.05888  0.312
H 1.68250 1.54671 1.46452  0.334
H 2.22065 -0.79545 1.03194  0.332
H 0.49077 -2.64129 0.19683  0.259
H -1.87441 -2.11485 -1.27981  0.369
H -2.74287 1.29869 -1.24652  0.279
H -3.47331 0.39235 0.06629  0.244
N 1.88650 -0.09295 0.18683  -0.422
N -1.29926 -1.48930 -0.34984  -0.259
N -2.77080 0.35220 -0.71234  -0.538
N -0.39286 0.65415 0.03387  -0.572